Entry 1:
175
Properties=species:S:1:pos:R:3:mulliken_charge:R:1 method="wB97M-V/def2-TZVPD" homo_ev=-8.122 spin_multiplicity=1 e_lumo_ev=-1.15 total_charge=0 orbital_gap_ev=6.97 max_force_ev_per_a=7.672
C -3.310 -3.263 1.833 0.73
C -1.798 -3.785 1.637 -0.51
O -0.951 -2.616 1.559 -0.15
C -0.729 -2.196 0.194 -0.63
C -1.254 -0.707 -0.104 0.99
O -0.861 0.268 0.890 -0.31
C 0.182 1.114 0.416 0.34
C -0.185 2.304 -0.586 1.38
C -1.735 2.428 -0.945 -0.75
C -2.079 1.961 -2.454 -0.51
C -1.243 2.751 -3.552 -0.62
C -0.105 1.856 -4.256 0.71
F 0.184 0.725 -3.487 -0.15
F 1.053 2.689 -4.191 -0.22
C -0.586 1.561 -5.751 0.74
F -1.949 1.143 -5.765 -0.28
F -0.521 2.746 -6.497 -0.30
S 0.365 0.247 -6.681 1.10
F -0.188 -0.980 -5.731 -0.24
F 1.756 0.456 -5.818 -0.29
F 0.956 1.395 -7.765 -0.38
F -0.932 0.063 -7.723 -0.37
F 1.160 -0.897 -7.585 -0.31
O 1.241 0.399 -0.347 -0.34
S 2.636 1.308 0.009 1.42
O 3.945 0.562 -0.013 -0.66
O 2.920 2.465 -0.929 -0.41
O 2.224 2.112 1.463 -0.52
C 0.976 1.457 1.782 -0.06
I 1.722 -0.579 2.337 0.22
C 0.157 1.850 3.097 -0.17
Br 0.163 0.623 4.685 -0.12
C -0.569 3.040 3.265 -0.44
C -0.633 4.123 2.109 -0.18
Br -1.501 3.429 4.967 -0.18
H -3.267 -2.495 2.672 -0.11
H -4.045 -4.102 2.036 0.25
H -3.546 -2.672 0.883 -0.76
H -1.692 -4.506 0.767 0.28
H -1.475 -4.355 2.575 0.27
H 0.389 -2.246 -0.055 0.13
H -1.258 -2.880 -0.561 0.34
H -2.400 -0.769 -0.047 -0.18
H -1.031 -0.394 -1.179 -0.17
H 0.140 3.332 -0.203 -1.13
H 0.431 2.155 -1.540 -0.23
H -2.033 3.534 -0.880 0.16
H -2.438 1.863 -0.261 0.46
H -2.081 0.830 -2.567 0.18
H -3.172 2.272 -2.600 0.43
H -0.724 3.616 -3.005 0.06
H -1.899 3.263 -4.333 0.39
H -1.325 3.728 1.287 -0.44
H 0.379 4.440 1.712 0.39
H -1.166 5.021 2.544 0.62
Br 7.157 1.642 -3.658 -0.16
C 5.213 1.509 -3.702 -0.40
C 4.679 1.747 -5.093 0.18
Br 4.697 3.643 -5.545 -0.16
H 4.830 2.215 -2.966 0.16
H 4.991 0.493 -3.375 0.37
H 3.633 1.451 -5.157 -0.43
H 5.246 1.231 -5.867 0.51
Br 2.041 0.240 6.851 0.09
C 1.659 0.243 8.768 -1.09
C 0.551 1.218 9.109 -0.43
Br 1.179 3.073 9.102 -0.21
H 2.595 0.459 9.279 0.45
H 1.354 -0.779 8.998 0.48
H 0.191 1.048 10.124 0.40
H -0.289 1.169 8.417 0.33
Br 3.677 2.322 8.169 -0.07
C 5.243 2.491 7.019 0.19
C 6.438 2.999 7.783 -0.53
Br 6.305 4.918 8.111 -0.19
H 4.957 3.134 6.189 -0.02
H 5.429 1.483 6.646 -0.06
H 7.350 2.874 7.197 0.37
H 6.567 2.520 8.753 0.34
Br 5.028 5.115 4.210 -0.14
C 6.812 4.485 3.747 -0.49
C 7.878 5.345 4.378 -0.39
Br 8.078 7.035 3.428 -0.16
H 6.868 4.458 2.659 0.45
H 6.863 3.466 4.134 0.14
H 8.853 4.862 4.306 0.40
H 7.673 5.588 5.420 0.18
Br 0.450 5.754 -0.837 -0.03
C 2.024 5.870 -1.984 -0.24
C 3.225 6.361 -1.216 -0.73
Br 3.133 8.285 -0.913 -0.19
H 1.758 6.509 -2.824 0.52
H 2.189 4.853 -2.344 -0.04
H 4.137 6.208 -1.793 0.43
H 3.334 5.890 -0.240 0.36
Br 5.815 -0.567 9.197 -0.13
C 6.017 -1.976 7.864 -0.08
C 7.325 -1.852 7.123 -0.59
Br 7.262 -0.427 5.794 -0.14
H 5.146 -1.924 7.214 0.10
H 5.986 -2.907 8.431 0.10
H 7.529 -2.760 6.553 0.37
H 8.171 -1.640 7.775 0.39
Br 5.658 1.783 -9.765 -0.14
C 3.883 0.993 -9.922 -0.39
C 3.910 -0.482 -9.611 -0.40
Br 4.647 -1.507 -11.097 -0.15
H 3.524 1.215 -10.925 0.44
H 3.270 1.527 -9.194 0.08
H 2.897 -0.864 -9.478 0.16
H 4.504 -0.726 -8.732 0.37
Br -4.505 -5.516 -1.575 -0.08
C -5.855 -4.111 -1.615 -0.26
C -5.346 -2.890 -2.336 -0.39
Br -4.110 -1.879 -1.218 -0.10
H -6.141 -3.916 -0.582 0.33
H -6.705 -4.544 -2.146 -0.06
H -6.164 -2.203 -2.553 0.40
H -4.820 -3.123 -3.260 0.15
Br -4.944 -2.087 4.998 -0.08
C -6.496 -3.214 5.338 -0.57
C -6.331 -4.583 4.724 -0.60
Br -6.622 -4.544 2.796 -0.13
H -7.366 -2.677 4.963 0.37
H -6.559 -3.287 6.424 0.33
H -7.088 -5.267 5.110 0.36
H -5.344 -5.013 4.887 0.38
Br -7.305 -3.084 -5.360 -0.13
C -7.573 -5.016 -5.328 -0.11
C -9.031 -5.363 -5.163 -0.54
Br -9.612 -5.112 -3.319 -0.16
H -6.941 -5.414 -4.528 -0.26
H -7.201 -5.369 -6.289 0.39
H -9.200 -6.420 -5.372 0.37
H -9.691 -4.763 -5.788 0.41
Br -2.400 5.763 1.012 0.09
C -3.207 7.420 0.372 -0.70
C -2.871 8.576 1.280 -0.61
Br -3.934 8.525 2.913 -0.15
H -4.278 7.240 0.281 0.42
H -2.784 7.577 -0.622 0.34
H -3.126 9.524 0.805 0.40
H -1.825 8.596 1.582 0.34
Br 5.358 -5.806 9.455 -0.15
C 3.411 -5.897 9.460 -0.57
C 2.848 -5.688 8.077 -0.60
Br 2.897 -3.807 7.570 -0.07
H 3.060 -5.161 10.183 0.36
H 3.174 -6.898 9.824 0.35
H 1.793 -5.963 8.046 0.33
H 3.385 -6.239 7.306 0.34
Br -5.469 -7.166 -4.856 -0.11
C -3.926 -6.932 -6.025 -0.56
C -2.728 -6.433 -5.256 -0.26
Br -2.884 -4.532 -4.854 -0.01
H -4.232 -6.261 -6.827 0.38
H -3.731 -7.922 -6.439 0.38
H -1.822 -6.522 -5.857 0.36
H -2.580 -6.947 -4.306 -0.05
Br -2.116 -7.869 -1.692 -0.15
C -0.325 -8.443 -2.203 -0.60
C 0.729 -7.582 -1.555 -0.59
Br 0.874 -5.854 -2.446 -0.13
H -0.284 -8.428 -3.291 0.36
H -0.247 -9.474 -1.855 0.37
H 1.714 -8.038 -1.657 0.36
H 0.534 -7.381 -0.503 0.37
Br -4.251 2.628 -5.118 -0.05
C -5.646 3.979 -5.283 -0.61
C -5.127 5.215 -5.973 -0.61
Br -4.033 6.289 -4.769 -0.14
H -6.023 4.171 -4.280 0.38
H -6.430 3.508 -5.878 0.35
H -5.952 5.866 -6.265 0.37
H -4.517 4.996 -6.848 0.36

---

Entry 2:
136
Properties=species:S:1:pos:R:3:mulliken_charge:R:1 method="wB97M-V/def2-TZVPD" homo_ev=-9.173 smiles="CCCCCCCCCCCCCCCCCCCCc1c(I)c(-c2cccnc2)cc2c1C(=O)NC2=O.COC[C@@H](C)N.COC[C@@H](C)N.COC[C@@H](C)N" spin_multiplicity=1 e_lumo_ev=-1.26 total_charge=0 orbital_gap_ev=7.91 max_force_ev_per_a=4.966
C 9.065 -1.794 2.522 -1.17
C 8.475 -2.032 1.027 -0.26
C 8.604 -0.652 0.180 -0.45
C 7.288 -0.495 -0.725 -0.34
C 6.991 1.026 -1.169 -0.92
C 6.649 1.994 0.078 -0.49
C 5.250 1.582 0.795 -0.50
C 4.397 2.897 1.191 -0.53
C 2.944 2.930 0.477 -0.54
C 1.841 3.158 1.642 -0.64
C 0.519 3.905 1.046 -0.55
C -0.661 3.685 2.126 -0.57
C -2.069 4.354 1.639 -0.50
C -3.059 3.230 1.062 0.16
C -4.624 3.529 1.263 -0.19
C -5.519 3.174 -0.051 -0.84
C -5.277 1.658 -0.501 0.88
C -6.070 1.236 -1.855 -0.73
C -6.555 -0.314 -1.821 -0.59
C -5.362 -1.351 -2.075 -0.80
C -4.417 -1.602 -0.818 1.16
C -4.787 -2.543 0.402 -0.83
I -6.719 -3.593 0.479 0.08
C -3.751 -2.755 1.586 1.40
C -4.007 -3.704 2.830 -0.67
C -4.491 -3.210 4.234 -0.37
C -4.641 -4.298 5.350 -0.44
C -4.280 -5.748 4.954 -0.15
N -3.859 -6.232 3.681 -0.52
C -3.730 -5.220 2.687 -0.10
C -2.362 -1.991 1.582 -0.63
C -1.970 -1.045 0.386 0.41
C -3.018 -0.925 -0.760 0.35
C -2.258 0.042 -1.767 -0.12
O -2.538 0.403 -2.931 -0.57
N -1.031 0.562 -1.120 -0.23
C -0.673 -0.157 0.111 0.06
O 0.362 -0.151 0.805 -0.59
H 9.169 -2.794 3.071 0.34
H 8.340 -1.127 3.127 0.26
H 10.071 -1.228 2.471 0.29
H 9.089 -2.869 0.533 0.24
H 7.356 -2.306 1.101 0.27
H 8.736 0.232 0.903 0.27
H 9.532 -0.724 -0.482 0.29
H 7.463 -1.143 -1.667 0.05
H 6.340 -0.891 -0.224 0.35
H 7.883 1.493 -1.738 0.33
H 6.099 1.051 -1.902 0.31
H 6.553 3.063 -0.330 0.45
H 7.472 1.965 0.885 0.14
H 5.503 0.933 1.701 0.25
H 4.609 0.978 0.045 0.25
H 4.215 2.913 2.328 0.36
H 4.971 3.861 0.908 0.26
H 2.695 1.964 -0.082 0.29
H 2.843 3.797 -0.259 0.30
H 1.464 2.158 2.080 0.15
H 2.231 3.814 2.505 0.42
H 0.247 3.474 0.012 0.17
H 0.729 5.038 0.999 0.32
H -0.309 4.107 3.134 0.42
H -0.765 2.541 2.273 0.17
H -1.801 5.065 0.771 0.27
H -2.536 4.885 2.533 0.30
H -2.770 3.021 -0.040 -0.06
H -2.801 2.250 1.625 -0.03
H -4.968 2.907 2.176 0.28
H -4.751 4.661 1.472 -0.11
H -5.202 3.929 -0.855 0.24
H -6.647 3.291 0.166 0.36
H -4.167 1.553 -0.749 -0.80
H -5.605 0.912 0.300 0.23
H -6.982 1.914 -2.048 0.34
H -5.373 1.398 -2.759 0.24
H -7.295 -0.411 -2.707 0.37
H -7.175 -0.541 -0.884 0.26
H -4.692 -0.978 -2.930 0.39
H -5.804 -2.359 -2.431 0.33
H -4.702 -2.112 4.437 0.36
H -4.967 -4.047 6.423 0.32
H -4.364 -6.534 5.794 0.30
H -3.365 -5.567 1.650 0.30
H -1.649 -2.134 2.474 0.33
H -1.268 1.555 -0.915 0.14
C -6.708 7.174 2.758 -0.82
O -5.492 7.110 2.030 -0.25
C -5.366 8.091 1.003 -0.79
C -4.938 9.486 1.502 0.35
C -6.060 10.263 2.187 -1.39
N -3.790 9.404 2.413 -0.74
H -7.550 7.477 2.130 0.38
H -6.600 7.852 3.607 0.24
H -6.914 6.179 3.159 0.25
H -4.583 7.717 0.337 0.34
H -6.284 8.141 0.405 0.46
H -4.636 10.066 0.623 0.40
H -6.249 9.919 3.205 0.29
H -5.797 11.323 2.256 0.36
H -6.992 10.188 1.621 0.34
H -3.008 8.981 1.917 0.27
H -4.020 8.716 3.131 0.34
C 6.686 -3.368 -4.873 -0.70
O 7.573 -3.583 -3.787 -0.39
C 7.055 -4.422 -2.758 -0.49
C 7.137 -5.931 -3.061 0.29
C 6.089 -6.414 -4.061 -1.40
N 8.470 -6.312 -3.547 -0.73
H 5.643 -3.323 -4.550 0.32
H 6.820 -4.146 -5.627 0.24
H 6.947 -2.415 -5.338 0.26
H 7.675 -4.221 -1.878 0.19
H 6.034 -4.119 -2.492 0.44
H 6.953 -6.462 -2.121 0.41
H 6.341 -6.158 -5.092 0.28
H 6.001 -7.503 -4.020 0.35
H 5.106 -5.993 -3.833 0.33
H 9.157 -6.085 -2.830 0.27
H 8.705 -5.681 -4.314 0.33
C -1.756 -5.594 -3.956 -0.76
O -2.420 -4.935 -2.891 -0.35
C -2.427 -5.654 -1.662 -0.44
C -1.142 -5.538 -0.850 0.58
C 0.010 -6.379 -1.395 -1.62
N -0.719 -4.141 -0.742 -0.62
H -1.883 -6.679 -3.913 0.33
H -0.695 -5.334 -3.955 0.26
H -2.179 -5.232 -4.895 0.25
H -3.223 -5.210 -1.069 0.09
H -2.708 -6.701 -1.832 0.52
H -1.355 -5.907 0.160 0.25
H 0.480 -5.930 -2.272 0.29
H 0.793 -6.483 -0.638 0.41
H -0.329 -7.383 -1.663 0.34
H -1.454 -3.603 -0.278 0.13
H -0.705 -3.757 -1.688 0.39

---

Entry 3:
150
Properties=species:S:1:pos:R:3:mulliken_charge:R:1 method="wB97M-V/def2-TZVPD" homo_ev=-8.614 smiles="C[C@H](F)c1ccc2c(c1CON=O)C(=O)c1c(Br)ccc([PH2]=S)c1C2=O.COCCOC.COCCOC.COCCOC.COCCOC.COCCOC.COCCOC.COCCOC" spin_multiplicity=1 e_lumo_ev=-1.08 total_charge=0 orbital_gap_ev=7.54 max_force_ev_per_a=0.824
C 4.441 -1.592 -0.972 -1.27
C 4.059 -2.709 -1.943 0.50
F 4.637 -2.439 -3.186 -0.33
C 2.564 -2.823 -2.120 0.38
C 1.976 -2.146 -3.188 -1.59
C 0.604 -2.151 -3.374 -1.63
C -0.198 -2.831 -2.467 0.95
C 0.375 -3.521 -1.400 0.71
C 1.763 -3.534 -1.219 -0.05
C 2.350 -4.245 -0.033 -0.83
O 2.186 -3.350 1.092 -0.17
N 2.778 -3.910 2.223 0.03
O 2.695 -3.194 3.137 -0.30
C -0.585 -4.204 -0.477 -0.11
O -0.389 -5.301 -0.012 -0.54
C -1.844 -3.430 -0.217 0.65
C -2.442 -3.344 1.037 0.21
Br -1.718 -4.180 2.553 -0.14
C -3.582 -2.569 1.218 -1.09
C -4.143 -1.913 0.138 -0.41
C -3.575 -1.995 -1.128 0.53
P -4.380 -1.079 -2.456 0.84
S -5.792 -1.964 -3.452 -0.44
C -2.413 -2.742 -1.296 0.41
C -1.683 -2.812 -2.597 -0.57
O -2.251 -2.822 -3.665 -0.56
H 3.614 -1.339 -0.311 0.40
H 4.709 -0.703 -1.541 0.36
H 5.299 -1.862 -0.359 0.29
H 4.481 -3.652 -1.602 0.27
H 2.600 -1.597 -3.879 0.86
H 0.180 -1.610 -4.210 0.84
H 3.406 -4.466 -0.158 0.41
H 1.827 -5.175 0.166 0.63
H -4.015 -2.482 2.203 0.50
H -5.021 -1.304 0.301 0.40
H -3.309 -0.632 -3.237 0.02
H -4.792 0.090 -1.806 -0.20
C 9.058 0.732 -6.038 -0.70
O 9.987 0.147 -5.146 -0.38
C 10.106 0.834 -3.913 -0.49
C 9.336 0.149 -2.807 -0.55
O 7.938 0.186 -3.036 -0.37
C 7.408 -1.027 -3.540 -0.60
H 8.925 0.039 -6.867 0.24
H 8.092 0.905 -5.557 0.30
H 9.437 1.682 -6.431 0.33
H 9.764 1.869 -4.016 0.32
H 11.168 0.854 -3.646 0.37
H 9.533 0.667 -1.864 0.39
H 9.679 -0.886 -2.704 0.34
H 7.393 -1.799 -2.764 0.31
H 7.983 -1.391 -4.396 0.36
H 6.387 -0.830 -3.854 0.12
C -6.886 1.717 -3.676 -0.87
O -5.519 1.791 -4.051 -0.14
C -5.284 1.419 -5.400 -0.43
C -5.095 2.624 -6.292 -0.61
O -6.278 3.397 -6.401 -0.38
C -6.278 4.557 -5.592 -0.60
H -6.968 2.165 -2.686 0.21
H -7.534 2.259 -4.368 0.44
H -7.202 0.670 -3.616 0.26
H -6.103 0.798 -5.772 0.37
H -4.372 0.813 -5.423 0.27
H -4.830 2.283 -7.297 0.37
H -4.271 3.240 -5.915 0.33
H -5.585 5.309 -5.985 0.33
H -6.009 4.327 -4.558 0.19
H -7.287 4.966 -5.614 0.24
C -5.334 2.080 0.198 -0.73
O -4.132 1.379 0.462 -0.11
C -2.966 2.056 0.016 -0.41
C -2.238 2.745 1.145 -0.50
O -3.001 3.814 1.685 -0.36
C -3.639 3.498 2.908 -0.70
H -6.135 1.562 0.723 0.27
H -5.284 3.112 0.552 0.41
H -5.560 2.082 -0.875 0.10
H -3.221 2.782 -0.763 0.27
H -2.300 1.305 -0.423 0.34
H -1.308 3.172 0.755 0.29
H -1.979 2.024 1.927 0.36
H -2.910 3.421 3.722 0.32
H -4.197 2.561 2.841 0.27
H -4.329 4.309 3.132 0.25
C 0.869 -4.526 5.358 -0.47
O -0.273 -5.040 6.018 -0.27
C -0.049 -5.375 7.376 -0.75
C -0.578 -4.310 8.309 -0.35
O 0.133 -3.090 8.176 -0.39
C -0.545 -2.120 7.398 -0.73
H 0.528 -4.141 4.400 -0.11
H 1.337 -3.715 5.921 0.33
H 1.609 -5.314 5.180 0.36
H 1.019 -5.533 7.561 0.35
H -0.571 -6.315 7.577 0.38
H -0.461 -4.652 9.342 0.37
H -1.645 -4.152 8.122 0.34
H -1.409 -1.723 7.944 0.33
H -0.883 -2.526 6.441 0.33
H 0.153 -1.306 7.210 0.25
C -3.742 -1.993 13.423 -0.71
O -2.347 -1.763 13.389 -0.38
C -1.704 -2.326 12.258 -0.59
C -1.415 -1.292 11.194 -0.23
O -2.607 -0.773 10.624 -0.36
C -2.967 0.501 11.120 -0.78
H -4.150 -1.383 14.227 0.25
H -4.220 -1.711 12.482 0.31
H -3.961 -3.045 13.635 0.32
H -2.311 -3.133 11.834 0.34
H -0.757 -2.757 12.597 0.36
H -0.843 -1.765 10.389 0.24
H -0.807 -0.485 11.614 0.33
H -2.286 1.274 10.746 0.31
H -2.966 0.524 12.212 0.34
H -3.972 0.717 10.760 0.26
C 0.921 5.302 0.993 -0.79
O 0.680 4.646 -0.240 -0.35
C -0.121 5.411 -1.128 -0.24
C 0.713 6.074 -2.201 -0.70
O 1.582 7.056 -1.664 -0.37
C 2.922 6.622 -1.531 -0.66
H 1.681 4.734 1.528 0.24
H 1.280 6.323 0.842 0.39
H 0.009 5.327 1.601 0.30
H -0.695 6.162 -0.577 0.36
H -0.830 4.726 -1.605 0.25
H 0.046 6.575 -2.909 0.40
H 1.283 5.316 -2.748 0.34
H 3.403 6.532 -2.511 0.32
H 2.985 5.663 -1.012 0.27
H 3.449 7.377 -0.950 0.24
C 2.738 2.061 -7.375 -0.64
O 2.954 1.004 -8.290 -0.40
C 3.192 -0.248 -7.672 -0.43
C 1.964 -1.129 -7.684 -0.63
O 0.921 -0.595 -6.884 -0.16
C -0.104 0.037 -7.630 -0.86
H 2.403 2.923 -7.949 0.26
H 1.974 1.804 -6.637 0.25
H 3.665 2.324 -6.854 0.31
H 3.537 -0.106 -6.642 0.26
H 3.991 -0.747 -8.229 0.39
H 2.229 -2.109 -7.273 0.39
H 1.620 -1.276 -8.712 0.39
H -0.711 -0.701 -8.163 0.32
H 0.306 0.752 -8.347 0.35
H -0.739 0.567 -6.922 0.24